# 1
The following is a DFT calculation (ωB97M-V/def2-TZVPD) of 2 unconnected molecules or ions with the total composition C4H9NO2 at a distorted geometry.

XYZ file:
```
16
Properties=species:S:1:pos:R:3
N -0.236 -0.460 -1.345
H 0.405 1.349 1.615
H -0.740 1.040 2.958
C -0.283 -0.766 1.861
H 1.078 -2.038 -1.322
O -1.261 -0.587 0.938
C 0.809 -1.099 -1.768
H 0.409 1.209 -2.543
H -0.698 1.586 -1.152
C 0.155 0.601 2.403
H 0.991 0.466 3.090
H -1.257 0.945 -2.563
H -0.760 -0.730 0.171
H 1.488 -0.610 -2.502
O 0.328 -1.798 2.062
C -0.428 0.892 -1.904
```

Net charge: 0
Calculated total energy: -9877.7348 eV
2S+1: 1
Relative energy (zero: lowest compared OMol25 entry of this formula, charge and spin): 2.3258 eV
E_HOMO: -10.07 eV
Structure (SMILES): CC(=O)O.C=NC

Mulliken atomic charge list, values in e, 8 entries:
1. N -0.35
2. H 0.21
3. H 0.25
4. C 0.66
5. H 0.30
6. O -0.47
7. C -0.22
8. H 0.34

# 2
The following is a DFT calculation (ωB97M-V/def2-TZVPD) of C4H9NO2 in the gas phase.

XYZ file:
```
16
Properties=species:S:1:pos:R:3
O -0.345 1.799 -0.433
H -2.261 1.145 -0.818
H 0.273 -2.236 -0.268
C 0.349 -1.148 -0.204
H -1.040 0.594 -1.980
C 1.275 -0.874 0.985
H 0.012 2.284 -1.174
H 2.055 0.682 2.040
O 1.812 -1.775 1.610
H 0.861 -0.803 -1.102
N 1.481 0.442 1.248
H 0.960 1.153 0.747
H -1.797 -1.216 -0.525
H -1.344 -0.323 0.916
C -1.231 0.781 -0.913
C -1.060 -0.505 -0.128
```

Net charge: 0
Calculated total energy: -9879.4898 eV
2S+1: 1
Relative energy (zero: lowest compared OMol25 entry of this formula, charge and spin): 0.5708 eV
E_HOMO: -9.40 eV
Structure (SMILES): NC(=O)CCCO

Mulliken atomic charge list, values in e, 8 entries:
1. O -0.55
2. H 0.28
3. H 0.26
4. C -0.53
5. H 0.38
6. C 0.44
7. H 0.30
8. H 0.19

# 3
The following is a DFT calculation (ωB97M-V/def2-TZVPD) of 2 unconnected molecules or ions with the total composition C4H9NO2 at a distorted geometry.

XYZ file:
```
16
Properties=species:S:1:pos:R:3
O -0.203 -0.046 -2.396
O 1.621 -1.079 -1.527
C -1.460 1.510 -1.233
H -0.905 2.141 -1.939
C 0.057 -0.302 -0.017
H -0.690 0.949 -0.489
H 0.888 -2.052 1.931
C 0.819 -0.985 2.174
H 1.890 -0.098 0.574
H 1.619 -0.725 2.865
H -0.143 -0.783 2.648
H -1.945 2.059 -0.442
H -0.869 -0.820 0.247
H -2.172 0.900 -1.812
N 0.944 -0.208 0.942
C 0.550 -0.462 -1.529
```

Net charge: 0
Calculated total energy: -9876.1145 eV
2S+1: 1
Relative energy (zero: lowest compared OMol25 entry of this formula, charge and spin): 3.9461 eV
E_HOMO: -9.23 eV

Mulliken atomic charge list, values in e, 8 entries:
1. O -0.60
2. O -0.67
3. C -1.06
4. H 0.29
5. C -0.05
6. H 0.13
7. H 0.36
8. C -0.86

# 4
The following is a DFT calculation (ωB97M-V/def2-TZVPD) of 2 unconnected molecules or ions with the total composition C4H9NO2 at a distorted geometry.

XYZ file:
```
16
Properties=species:S:1:pos:R:3
C -0.344 1.536 -0.072
H 0.125 0.130 -1.609
O -0.733 -1.423 1.079
H 1.407 -0.479 0.934
H -1.194 1.912 -0.630
N 1.452 -0.251 -0.055
H -1.056 -3.141 -0.836
H 2.137 0.487 -0.170
C -0.914 -0.797 0.013
H 0.177 -2.400 -0.133
C 0.143 0.168 -0.514
H 1.033 1.911 1.476
H -0.163 3.256 1.118
O -0.368 -2.496 -1.035
H -1.906 -0.681 -0.447
C 0.205 2.270 0.882
```

Net charge: 0
Calculated total energy: -9877.1002 eV
2S+1: 1
Relative energy (zero: lowest compared OMol25 entry of this formula, charge and spin): 2.9604 eV
E_HOMO: -9.66 eV
Structure (SMILES): C=C[C@@H](N)C=O.O

Mulliken atomic charge list, values in e, 8 entries:
1. C -0.33
2. H 0.27
3. O -0.62
4. H 0.27
5. H 0.34
6. N -0.71
7. H 0.34
8. H 0.28

# 5
The following is a DFT calculation (ωB97M-V/def2-TZVPD) of C4H9NO2 in the gas phase at a distorted geometry.

XYZ file:
```
16
Properties=species:S:1:pos:R:3
C -1.550 -0.088 1.199
O -1.755 -1.064 1.911
H 1.629 0.789 -1.165
H -0.204 -0.232 -2.879
H 0.083 -1.342 -1.071
O 1.167 0.926 -2.049
C -0.135 0.397 -1.957
H 0.561 -0.149 2.592
H -1.036 1.107 -1.921
N -0.161 -0.463 -0.762
H 1.836 -0.080 1.125
C 0.897 -0.415 1.559
H 0.987 -1.586 1.385
H -2.215 0.827 0.937
C -0.171 0.146 0.550
H 0.066 1.226 0.546
```

Net charge: 0
Calculated total energy: -9876.8319 eV
2S+1: 1
Relative energy (zero: lowest compared OMol25 entry of this formula, charge and spin): 3.2288 eV
E_HOMO: -8.96 eV
Structure (SMILES): C[C@H](C=O)NCO

Mulliken atomic charge list, values in e, 8 entries:
1. C -0.03
2. O -0.48
3. H 0.34
4. H 0.29
5. H 0.18
6. O -0.53
7. C -0.31
8. H 0.35

# 6
The following is a DFT calculation (ωB97M-V/def2-TZVPD) of C4H9NO2 in the gas phase at a distorted geometry.

XYZ file:
```
16
Properties=species:S:1:pos:R:3
H 0.781 0.143 1.873
H 0.520 -1.177 -0.172
O 1.936 0.034 -1.263
H -0.214 1.276 -1.539
C 1.110 0.016 -0.305
N -2.043 -1.041 -0.290
C -0.303 0.656 -0.643
H -2.345 -2.003 -0.304
H 2.379 -0.434 1.361
H -2.366 -0.451 0.466
H 1.978 1.283 1.198
O -1.037 1.298 0.396
H -0.584 -1.196 -1.784
C -0.889 -0.689 -0.877
C 1.576 0.267 1.136
H -0.499 2.018 0.744
```

Net charge: 0
Calculated total energy: -9875.9856 eV
2S+1: 1
Relative energy (zero: lowest compared OMol25 entry of this formula, charge and spin): 4.0750 eV
E_HOMO: -7.99 eV

Mulliken atomic charge list, values in e, 8 entries:
1. H 0.36
2. H 0.02
3. O -0.73
4. H 0.36
5. C 0.83
6. N -0.38
7. C 0.13
8. H 0.24

# 7
The following is a DFT calculation (ωB97M-V/def2-TZVPD) of 2 unconnected molecules or ions with the total composition C4H9NO2 at a distorted geometry.

XYZ file:
```
16
Properties=species:S:1:pos:R:3
H -1.611 -0.960 -1.455
C 0.964 1.393 -0.616
C -1.420 -1.946 -1.027
H 1.056 2.488 -0.552
H -2.302 -2.585 -1.101
H 0.213 0.258 2.089
H 2.459 1.147 0.937
H -0.801 1.156 0.021
O 0.536 1.088 1.703
N -1.059 -1.780 0.340
H 1.558 1.049 -1.469
C -0.722 -1.562 1.438
O -0.381 1.021 -0.844
H -0.588 -2.407 -1.563
H 1.533 -0.325 0.554
C 1.462 0.763 0.679
```

Net charge: 0
Calculated total energy: -9877.3959 eV
2S+1: 1
Relative energy (zero: lowest compared OMol25 entry of this formula, charge and spin): 2.6648 eV
E_HOMO: -10.13 eV

Mulliken atomic charge list, values in e, 8 entries:
1. H 0.25
2. C -0.39
3. C -0.60
4. H 0.25
5. H 0.30
6. H 0.32
7. H 0.34
8. H 0.35

# 8
The following is a DFT calculation (ωB97M-V/def2-TZVPD) of C4H9NO2 in the gas phase.

XYZ file:
```
16
Properties=species:S:1:pos:R:3
C 2.288 -0.269 0.542
C 0.664 -0.221 -1.194
H 0.660 -1.294 -0.991
O 1.705 0.419 -0.450
H -2.217 1.573 0.976
H 2.622 -1.771 1.604
H -0.587 1.490 -0.847
N 2.055 -1.481 0.811
H 0.885 -0.039 -2.250
H -3.088 0.276 0.114
O -1.062 -0.067 0.431
H 2.998 0.387 1.054
H -2.548 0.019 1.795
C -0.672 0.390 -0.836
C -2.286 0.483 0.841
H -1.417 0.105 -1.600
```

Net charge: 0
Calculated total energy: -9877.9109 eV
2S+1: 1
Relative energy (zero: lowest compared OMol25 entry of this formula, charge and spin): 2.1498 eV
E_HOMO: -9.94 eV
Structure (SMILES): [H]/N=C/OCCOC

Mulliken atomic charge list, values in e, 8 entries:
1. C 0.15
2. C -0.57
3. H 0.38
4. O -0.35
5. H 0.30
6. H 0.24
7. H 0.32
8. N -0.63

# 9
The following is a DFT calculation (ωB97M-V/def2-TZVPD) of C4H9NO2 in the gas phase.

XYZ file:
```
16
Properties=species:S:1:pos:R:3
C -1.738 -0.118 -0.476
H -0.690 -1.129 -1.955
C -0.542 -0.222 0.458
H -0.370 -1.283 0.674
H 2.085 2.063 0.160
H 1.490 1.335 1.672
H 2.573 -0.344 -0.363
C 1.218 1.597 0.644
N -1.509 -0.579 -1.746
H -0.826 0.266 1.394
C 0.768 0.353 -0.109
O -2.812 0.340 -0.135
O 1.734 -0.691 -0.034
H 0.412 2.339 0.674
H 0.614 0.626 -1.164
H -2.307 -0.663 -2.356
```

Net charge: 0
Calculated total energy: -9879.5041 eV
2S+1: 1
Relative energy (zero: lowest compared OMol25 entry of this formula, charge and spin): 0.5566 eV
E_HOMO: -9.79 eV
Structure (SMILES): C[C@@H](O)CC(N)=O

Mulliken atomic charge list, values in e, 8 entries:
1. C 0.50
2. H 0.22
3. C -0.74
4. H 0.36
5. H 0.42
6. H 0.36
7. H 0.31
8. C -1.55

# 10
The following is a DFT calculation (ωB97M-V/def2-TZVPD) of 2 unconnected molecules or ions with the total composition C4H9NO2.

XYZ file:
```
16
Properties=species:S:1:pos:R:3
H 2.824 -0.147 -1.563
C 1.905 -0.615 -1.232
C -2.123 0.423 0.539
H -3.017 -0.122 0.857
N 0.221 0.107 -0.275
H -1.786 1.051 1.366
O 0.701 0.860 1.897
C 1.113 0.632 0.778
H 0.017 0.875 -0.913
C -1.021 -0.554 0.141
H 2.065 -1.498 -0.624
H -1.348 -1.192 -0.688
H 1.225 -0.795 -2.064
H -0.769 -1.201 0.985
O 2.265 0.709 0.245
H -2.412 1.064 -0.303
```

Net charge: 0
Calculated total energy: -9876.2741 eV
2S+1: 1
Relative energy (zero: lowest compared OMol25 entry of this formula, charge and spin): 3.7866 eV
E_HOMO: -9.22 eV

Mulliken atomic charge list, values in e, 8 entries:
1. H 0.30
2. C -0.46
3. C -1.11
4. H 0.35
5. N -0.19
6. H 0.31
7. O -0.58
8. C 0.56